No. 1
# C12H48F6N21O18S2

A cluster of 15 separate species, C12H48F6N21O18S2 in total (the ωB97M-V functional and the def2-TZVPD basis, the OMol25 dataset).

Properties
HOMO level = -7.2664 eV
F_max = 5.18 eV/Å
total charge = -1
calculated total energy = -119355.840 eV

```
107
Properties=species:S:1:pos:R:3:forces:R:3:mulliken_charge:R:1
C 19.2876 23.0323 -40.4338 -0.560 -1.219 -1.261 0.228
F 20.3372 22.2402 -40.7262 -0.201 1.103 -0.208 -0.226
F 18.4858 22.2518 -39.7102 0.081 1.094 0.317 -0.184
F 19.6933 24.1554 -39.8444 -0.309 -0.657 0.186 -0.085
S 18.3558 23.4723 -42.0810 0.058 -0.773 -0.109 0.368
O 19.3571 24.1538 -42.8782 -0.497 0.333 0.851 -0.467
O 17.8349 22.2334 -42.6411 0.670 1.764 1.403 -0.342
N 17.1442 24.6041 -41.4841 3.242 -1.949 -0.419 0.073
S 15.9517 24.4338 -42.4629 -4.248 -2.150 -2.050 1.014
O 16.1588 24.9157 -43.8116 0.563 0.641 0.791 -0.539
O 15.3110 23.1037 -42.4675 0.660 2.678 0.997 -0.677
C 14.7056 25.7346 -41.7500 0.154 -0.518 0.027 0.036
F 13.8957 26.0808 -42.7309 0.160 -0.146 -0.346 -0.135
F 13.9332 25.3069 -40.7384 0.983 0.169 -0.267 0.134
F 15.3707 26.8579 -41.3509 -0.398 -0.655 0.030 -0.137
C 22.2410 20.0724 -43.3152 0.694 -0.103 3.285 0.715
O 23.0594 20.5941 -42.5754 0.317 0.869 -0.276 -0.653
N 22.5990 19.2763 -44.3401 -0.355 -0.367 -0.981 -0.426
N 20.9287 19.9662 -42.9766 0.366 -0.475 -1.408 -0.170
H 23.4910 19.4494 -44.7711 -0.251 -0.065 -0.178 0.256
H 21.8013 18.9145 -44.8353 0.736 -0.174 -0.818 0.162
H 20.5256 20.3999 -42.1673 -0.093 -0.013 -0.316 0.108
H 20.4650 19.4509 -43.7034 -1.396 0.394 0.842 0.017
C 11.5637 24.8697 -38.2340 -0.169 -0.682 0.127 0.641
O 10.5296 24.2080 -38.2873 0.927 0.812 0.067 -0.656
N 11.7124 26.1619 -38.6098 -0.871 1.211 -0.622 -0.443
N 12.7738 24.4213 -37.8178 -0.542 -1.622 0.389 -0.228
H 12.5993 26.5953 -38.4286 -0.292 0.364 -0.204 0.130
H 10.9299 26.6629 -38.9962 0.192 0.151 0.264 0.228
H 13.5640 25.0222 -37.6563 0.186 -0.363 0.278 0.106
H 12.7063 23.4801 -37.4635 0.662 0.151 0.142 0.175
C 22.7668 25.1568 -44.5651 0.128 0.754 1.016 0.532
O 22.6644 24.0074 -44.9379 -0.275 0.259 -0.087 -0.592
N 21.9520 25.8049 -43.6646 -0.726 -1.665 -0.293 -0.299
N 23.7653 26.0052 -44.9136 0.580 -0.453 -0.971 -0.414
H 22.1356 26.7386 -43.3495 -0.418 -0.182 0.159 0.182
H 21.2283 25.1882 -43.3261 -0.249 0.631 0.393 0.207
H 23.8256 26.8804 -44.4285 0.619 0.002 -0.482 0.142
H 24.4220 25.6139 -45.5684 0.305 0.620 0.200 0.260
C 22.2185 22.8081 -37.3550 0.183 0.550 0.150 0.708
O 21.5970 22.5512 -36.3392 -0.031 -0.496 -0.089 -0.673
N 22.7303 24.0257 -37.6141 0.431 1.488 -0.068 -0.329
N 22.5276 21.9479 -38.3673 -0.399 -1.018 0.513 -0.449
H 22.6515 24.7884 -36.9593 -0.198 -0.070 -0.074 0.189
H 23.3110 24.1692 -38.4222 -0.011 0.084 0.181 0.146
H 22.1095 21.0398 -38.2426 0.094 0.009 -0.587 0.236
H 22.7384 22.3272 -39.2740 -0.120 -0.481 -0.102 0.201
C 15.6441 19.2444 -43.8342 0.021 -0.145 0.305 0.441
O 15.0668 18.1628 -43.7621 -0.598 0.432 0.171 -0.741
N 16.8262 19.3151 -44.4814 1.353 -0.511 -0.816 -0.283
N 15.2503 20.4286 -43.3148 -0.863 0.000 0.359 -0.138
H 17.4927 20.0688 -44.4170 -0.423 0.242 0.061 0.284
H 17.1395 18.4165 -44.8104 0.089 0.145 0.077 0.194
H 14.3278 20.5132 -42.9211 0.131 -0.119 0.035 0.146
H 15.7741 21.2847 -43.3927 0.060 -0.172 -0.092 0.248
C 20.4856 26.6952 -36.9067 3.152 -1.316 2.472 0.475
O 21.6902 26.9608 -36.9171 -0.317 0.395 0.201 -0.748
N 19.9116 25.9417 -35.9376 -0.144 0.017 -0.238 -0.303
N 19.6307 27.0543 -37.8286 -1.599 1.427 -2.005 -0.283
H 20.4371 25.7835 -35.0946 -0.306 -0.288 -0.050 0.226
H 18.9079 25.9957 -35.9972 -0.005 -0.380 0.974 0.182
H 19.9156 27.8999 -38.2980 -0.289 -0.483 -0.902 0.211
H 19.0663 26.3082 -38.2087 -0.158 0.658 -0.311 0.294
C 11.2197 24.2740 -42.1648 -0.450 0.084 1.590 0.553
O 11.7724 23.4028 -41.4962 0.038 0.000 -1.300 -0.657
N 10.8076 25.4095 -41.5743 0.165 0.700 1.228 -0.170
N 10.8613 24.2695 -43.4587 0.473 -1.801 -1.181 -0.383
H 10.3372 26.1303 -42.0926 0.292 0.178 0.274 0.292
H 11.2190 25.5261 -40.6599 -0.409 0.454 -0.186 -0.001
H 10.3372 25.0253 -43.8623 0.077 -0.186 -0.092 0.173
H 10.8805 23.3416 -43.8531 -0.116 0.363 -0.537 0.265
C 16.3128 25.2629 -38.1452 -0.417 -2.105 0.622 0.223
O 15.7640 25.3102 -37.0595 -0.606 1.335 0.857 -0.788
N 16.3526 24.0646 -38.7837 0.356 -0.649 -1.287 0.098
N 16.9815 26.2349 -38.7813 0.220 0.342 -0.505 0.203
H 15.7249 23.3281 -38.5083 -0.005 0.258 0.325 0.224
H 16.7120 23.9833 -39.7374 -0.463 0.160 0.685 -0.212
H 17.1501 27.1451 -38.3884 -0.113 -0.137 -0.059 0.323
H 17.3747 25.9203 -39.6516 0.131 0.721 -0.145 0.041
C 19.1417 28.1331 -41.2079 0.248 1.644 2.329 0.555
O 19.0902 29.3126 -40.8040 0.659 -1.272 -0.859 -0.756
N 18.0563 27.4736 -41.6065 -2.058 -0.229 -0.777 0.008
N 20.2111 27.3051 -41.1037 0.176 0.479 -0.439 -0.203
H 17.9366 26.4800 -41.4484 0.215 0.128 -0.469 -0.253
H 17.2027 27.9951 -41.4891 0.105 0.044 -0.209 0.176
H 20.0209 26.3753 -41.4399 0.937 -0.176 0.241 0.043
H 21.0213 27.6323 -40.6062 0.078 -0.451 -0.146 0.220
C 18.6724 24.4562 -46.8595 -0.417 0.820 -0.537 0.581
O 19.0871 23.3525 -47.1423 0.608 -0.835 -0.468 -0.789
N 18.3759 24.9009 -45.6517 -0.156 0.521 2.940 0.044
N 18.3693 25.4296 -47.7718 0.184 -0.344 -0.843 -0.408
H 17.9863 25.8147 -45.4961 -0.068 -0.055 -0.295 0.160
H 18.6459 24.4939 -44.7670 0.127 -0.646 -0.565 -0.088
H 18.6543 25.2948 -48.7263 -0.229 0.231 0.102 0.223
H 17.9845 26.2812 -47.4078 0.083 0.141 -0.642 0.137
O 18.8567 21.3506 -45.2534 0.136 -0.480 0.193 -0.451
H 19.0008 20.4431 -45.5313 0.095 -0.004 -0.213 0.265
H 19.0967 21.8812 -46.0279 -0.076 0.571 -0.167 0.253
O 11.2067 27.5763 -43.6287 -0.478 -0.152 -0.517 -0.642
H 10.8396 28.3523 -43.2005 0.091 0.085 0.043 0.305
H 11.9073 27.2847 -43.0382 0.145 0.126 0.136 0.307
O 15.1740 24.8801 -46.4248 -0.031 0.036 -0.210 -0.682
H 15.5375 24.5679 -45.5866 -0.032 0.087 0.104 0.362
H 15.6184 24.3515 -47.0924 0.030 -0.051 -0.060 0.287
O 12.5948 28.0272 -41.2906 -0.068 0.281 0.365 -0.562
H 12.5768 28.9012 -40.8914 0.029 0.122 -0.035 0.270
H 13.2534 27.5446 -40.7847 0.008 -0.076 0.071 0.178
```
Positions in Å, forces in eV/Å.

No. 2
# C12H48N24O12

A cluster of 12 separate species, C12H48N24O12 in total (the ωB97M-V functional and the def2-TZVPD basis, the OMol25 dataset).

Properties
HOMO level = -8.7390 eV
F_max = 2.21 eV/Å
relative energy (zero: lowest compared OMol25 entry of this formula, charge and spin) = 38.6 kcal/mol
total charge = 0
SMILES = NC(N)=O.NC(N)=O.NC(N)=O.NC(N)=O.NC(N)=O.NC(N)=O.NC(N)=O.NC(N)=O.NC(N)=O.NC(N)=O.NC(N)=O.NC(N)=O
calculated total energy = -73568.689 eV

```
96
Properties=species:S:1:pos:R:3:forces:R:3:mulliken_charge:R:1
N 1.0848 3.2671 3.0024 0.131 0.645 0.339 -0.240
C -0.0999 3.9478 2.8979 -0.460 -0.899 -0.230 0.399
N -1.1159 3.0453 2.6186 0.558 0.133 0.065 -0.155
O -0.2484 5.1414 3.0364 -0.078 0.108 0.105 -0.658
H 1.8959 3.7950 3.2676 0.089 -0.075 -0.168 0.212
H 1.1293 2.3102 2.7018 0.322 0.095 -0.150 0.276
H -0.8187 2.1010 2.4365 -0.435 -0.011 -0.095 0.086
H -2.0691 3.3234 2.5180 -0.006 0.184 -0.010 0.141
N -1.5606 -0.7839 -2.4556 -0.652 0.736 -0.729 0.130
C -1.1213 -0.4505 -3.7116 -0.769 1.209 1.203 0.229
N -1.7894 -1.0570 -4.7402 0.107 -0.302 -0.410 -0.515
O -0.2471 0.3866 -3.8855 0.250 -0.768 -0.083 -0.534
H -2.4207 -1.2821 -2.3142 0.183 -0.225 0.038 0.224
H -1.1972 -0.2431 -1.6892 -0.241 -0.024 -0.030 -0.076
H -2.7427 -1.3435 -4.6046 -0.030 -0.085 -0.031 0.176
H -1.5504 -0.7059 -5.6524 -0.075 0.097 -0.036 0.254
N 0.4106 -1.3028 0.4419 -0.453 0.677 -0.748 0.284
C 0.5556 0.0288 0.4525 1.516 0.836 0.710 0.300
N 0.6678 0.6321 -0.7768 -0.528 -0.865 0.855 0.524
O 0.7591 0.7357 1.4638 -0.893 -0.396 0.138 -0.824
H 0.2379 -1.6530 -0.4945 0.045 -1.126 0.428 0.148
H 0.2228 -1.8385 1.2762 0.099 0.035 0.101 0.023
H 0.5087 0.0463 -1.5811 0.295 0.699 -0.416 -0.167
H 0.5067 1.6240 -0.7431 0.207 0.058 -0.577 -0.210
N 2.2032 4.7462 -3.1641 -0.446 -0.358 -0.531 -0.352
C 2.3586 3.4620 -3.6110 0.646 0.042 0.925 0.400
N 1.4655 2.5625 -3.0934 0.062 0.007 -0.158 0.041
O 3.3093 3.1376 -4.3043 -0.344 -0.072 -0.373 -0.705
H 2.9614 5.3666 -3.3699 -0.116 0.247 0.190 0.224
H 1.4582 4.9409 -2.5217 0.322 0.369 0.201 0.235
H 1.5491 1.6390 -3.4769 -0.175 0.040 -0.048 0.134
H 0.6499 2.8042 -2.5455 0.188 0.207 -0.575 0.194
N 2.7382 -0.1922 -3.4494 1.208 0.199 0.291 -0.142
C 4.0566 -0.3553 -3.7968 -0.298 -0.526 -0.875 0.526
N 4.2695 -1.1955 -4.8716 0.434 0.276 0.369 -0.382
O 4.9723 0.1716 -3.2061 0.046 -0.101 0.275 -0.649
H 1.9910 -0.6446 -3.9374 -0.244 -0.071 0.368 0.056
H 2.7182 0.1652 -2.5085 -0.870 0.038 -0.008 0.083
H 5.2374 -1.2851 -5.1207 -0.093 -0.072 -0.294 0.222
H 3.5495 -1.5887 -5.4435 -0.030 0.034 -0.022 0.157
N -3.2310 -3.7648 4.0508 -0.112 -0.418 0.223 -0.434
C -2.4677 -4.0729 2.9751 0.434 0.281 -0.567 0.596
N -2.2977 -3.0625 2.0672 -0.715 0.595 -0.492 -0.239
O -1.8650 -5.1391 2.8481 -0.322 0.047 0.289 -0.770
H -3.3302 -4.5150 4.7131 -0.106 0.042 0.010 0.247
H -3.9585 -3.0688 4.0131 0.136 0.167 -0.008 0.213
H -2.8613 -2.2277 2.1383 0.108 0.018 0.371 0.232
H -2.0860 -3.2609 1.1021 0.304 -0.542 0.201 0.148
N 1.8667 -2.3290 5.1495 -0.059 0.071 0.144 -0.463
C 1.2814 -1.5553 4.1967 0.489 -0.674 -0.575 0.611
N 1.9871 -0.4761 3.8031 -0.072 0.643 0.086 -0.226
O 0.2238 -1.9119 3.6569 -0.114 0.587 0.374 -0.471
H 2.7336 -2.0730 5.5826 -0.022 -0.058 0.094 0.149
H 1.3862 -3.1607 5.4380 0.037 -0.037 -0.011 0.241
H 2.8885 -0.2349 4.1724 -0.043 -0.152 0.210 0.186
H 1.5636 0.1944 3.1730 -0.082 -0.450 -0.346 0.165
N -2.9666 2.6574 -1.7572 -0.250 -0.359 0.087 -0.455
C -2.0785 3.5383 -1.2348 -0.524 -0.197 -0.058 0.710
N -2.5260 4.2437 -0.1525 1.107 -0.138 -1.021 -0.358
O -0.9578 3.6787 -1.7263 -0.211 0.208 0.410 -0.762
H -2.6870 2.0634 -2.5161 0.145 0.050 -0.038 0.185
H -3.8960 2.5694 -1.3900 -0.010 -0.019 -0.080 0.151
H -3.4362 4.0930 0.2346 -0.053 0.393 0.080 0.193
H -1.9541 5.0611 0.0015 -0.425 0.141 0.756 0.242
N -2.2394 -0.7924 5.1621 -0.297 0.648 -0.530 -0.253
C -2.9556 -0.3886 4.0799 -0.479 -0.618 -0.086 0.375
N -2.1692 -0.0566 3.0132 -0.105 -0.251 0.578 0.287
O -4.1832 -0.4325 4.0358 0.092 0.284 -0.043 -0.709
H -2.7867 -1.0291 5.9666 0.404 -0.322 0.181 0.220
H -1.2603 -0.9633 4.9992 -0.008 -0.386 0.695 0.141
H -1.1834 -0.1403 3.2103 0.196 0.330 -0.921 -0.192
H -2.5755 0.4864 2.2771 0.212 0.054 -0.088 0.063
N -0.3651 -5.8908 0.5806 0.188 -0.071 0.086 -0.225
C 0.8333 -5.2791 0.8188 -0.549 0.489 -0.987 0.583
N 0.8472 -4.3997 1.8470 0.102 -0.083 0.180 -0.103
O 1.7782 -5.4163 0.0300 0.036 -0.183 0.554 -0.820
H -1.2072 -5.6426 1.0809 0.246 -0.217 0.292 0.215
H -0.4125 -6.4665 -0.2383 -0.021 0.007 -0.020 0.222
H 0.0556 -4.3159 2.4643 0.063 -0.083 0.119 0.050
H 1.7001 -3.9098 2.0426 0.030 -0.037 -0.032 0.088
N 0.2839 6.8376 -0.6196 -0.632 0.204 0.501 -0.380
C 1.1955 6.1014 0.1111 1.647 0.287 -1.445 0.597
N 1.1479 4.7544 -0.0786 -0.052 0.201 0.548 0.223
O 2.1527 6.6369 0.6530 -0.728 -0.046 0.459 -0.695
H -0.2119 6.4397 -1.3984 0.115 -0.159 -0.017 0.219
H 0.5365 7.8076 -0.6940 -0.081 0.022 -0.001 0.243
H 0.3112 4.2873 -0.3904 0.124 -0.151 0.020 -0.351
H 1.8854 4.2920 0.4249 -0.273 -0.401 0.005 0.118
N -0.3173 -3.6560 -4.0934 0.445 0.316 1.042 -0.352
C 0.0868 -3.7787 -2.7883 -0.470 -0.958 0.161 0.393
N 0.4364 -5.0437 -2.4050 0.249 0.418 -0.058 -0.373
O -0.0165 -2.8359 -2.0071 0.423 -0.346 0.031 -0.567
H -0.7040 -2.7471 -4.2709 -0.049 -0.164 -0.910 0.263
H -0.1620 -4.3783 -4.7667 -0.166 0.124 -0.243 0.180
H 0.9076 -5.1372 -1.4948 0.221 0.026 -0.319 0.197
H 0.7744 -5.6484 -3.1355 0.003 -0.129 0.106 0.187
```
Positions in Å, forces in eV/Å.